Molecular formula: C2H9O3
Method: DFT, ωB97M-V with the def2-TZVPD basis set

Its net charge is -1. The orbital gap is 8.28 eV.

Atoms and positions in Å:
C: 1.60098 0.98262 1.00490
O: 0.36517 0.36516 1.17466
C: 2.04028 1.04445 -0.48243
H: 1.55650 2.01621 1.36306
H: 2.37564 0.40960 1.54321
H: 1.13807 1.19774 -1.07328
H: 2.83374 1.78067 -0.60370
H: 2.45375 0.08542 -0.80412
H: -2.14409 -1.16553 -0.60644
H: -3.53835 -0.58738 -1.26138
O: -3.16077 -1.07369 -0.51593
H: 0.06238 -1.40798 -1.38996
H: 0.17549 -0.26540 0.39757
O: -0.53250 -1.10743 -0.71525

Atom charges from the Löwdin analysis, given in e for atoms 1 to 6: number 1, C, carries -0.379; number 2, O, carries -0.144; number 3, C, carries -0.113; number 4, H, carries 0.089; number 5, H, carries 0.090; number 6, H, carries 0.066

***

Molecular formula: C5H14O2
Method: DFT, ωB97M-V with the def2-TZVPD basis set

Its net charge is +1. Its expectation value of S² is 0.75. The spin multiplicity is 2. The orbital gap (spin up / spin down) is 8.89 / 5.42 eV.

Atoms and positions in Å:
C: 0.96150 0.57272 1.99832
C: 0.22099 -0.38892 1.09170
C: 0.98816 -1.13331 0.06211
C: 0.31054 -2.18566 -0.60423
C: 2.34137 -0.74029 -0.35302
H: 1.35372 0.13334 2.92309
H: 1.80453 1.05249 1.50664
H: 0.30767 1.37459 2.34164
H: -0.42389 -1.11093 1.61710
H: -0.53036 0.20371 0.52700
H: 0.76846 -2.71825 -1.43173
H: -0.67230 -2.46509 -0.22684
H: 2.54809 -1.16082 -1.32297
H: 2.54151 0.32926 -0.43109
H: 2.96601 -1.17996 0.44678
H: -3.97998 0.54691 -0.56216
H: -4.83957 1.61702 0.04492
O: -4.89879 0.85898 -0.55424
H: 1.60762 2.59833 -1.23036
H: 0.61686 1.59767 -0.70781
O: 0.85485 2.05504 -1.52259

Atom charges from the Löwdin analysis, given in e for atoms 1 to 6: number 1, C, carries -0.064; number 2, C, carries -0.189; number 3, C, carries -0.193; number 4, C, carries 0.278; number 5, C, carries 0.004; number 6, H, carries 0.101

***

The calculation returns the following energy relative to the best compared isomer or geometry (same formula, charge and spin) values, one per record and in order: 7.9 24.1 kcal/mol.